No. 1
{
  "formula": "C20H34CsN2O3",
  "method": "ωB97M-V/def2-TZVPD",
  "homo_lumo_gap_ha": 0.311,
  "total_charge": 1,
  "de_lowest_kcal_mol": 0.0,
  "homo_ev": -10.78,
  "lumo_energy_ev": -2.3,
  "species": ["Cs", "O", "O", "O", "N", "N", "C", "C", "C", "C", "C", "C", "C", "C", "C", "C", "C", "C", "C", "C", "C", "C", "C", "C", "C", "C", "H", "H", "H", "H", "H", "H", "H", "H", "H", "H", "H", "H", "H", "H", "H", "H", "H", "H", "H", "H", "H", "H", "H", "H", "H", "H", "H", "H", "H", "H", "H", "H", "H", "H"],
  "xyz": [[-0.389, 0.015, -0.298], [-1.723, 1.220, 1.772], [1.330, 1.798, -1.599], [-0.016, 2.754, 0.477], [-2.189, 2.723, 3.394], [2.497, 3.699, -1.973], [-1.438, -3.499, -0.217], [-2.822, -3.784, 0.313], [-0.547, -3.708, 2.131], [2.779, 5.098, -1.689], [1.600, 2.959, -1.302], [0.951, -3.302, 0.145], [-3.076, 1.804, 4.091], [2.148, -3.388, 1.061], [0.910, 3.637, -0.117], [0.038, -3.055, -2.088], [-2.441, -3.155, -2.506], [-2.014, 4.016, 4.036], [-0.339, -3.507, 0.650], [2.508, -2.712, -1.750], [0.249, -2.873, -3.571], [-1.566, 2.332, 2.272], [3.160, 3.145, -3.145], [-0.620, 3.337, 1.611], [-1.252, -3.248, -1.582], [1.135, -3.046, -1.220], [1.663, 3.943, 0.620], [-2.258, -2.465, -3.328], [2.827, 3.661, -4.047], [2.924, 2.090, -3.226], [-3.144, 0.877, 3.533], [1.971, -4.061, 1.896], [0.220, -3.209, 2.720], [-2.694, -4.120, -2.956], [3.025, -3.762, 0.538], [-0.524, -4.766, 2.411], [-2.686, 1.602, 5.090], [-1.605, 3.883, 5.039], [1.230, -3.225, -3.881], [0.151, 3.643, 2.329], [-0.485, -3.428, -4.151], [2.207, 5.759, -2.343], [0.403, 4.549, -0.457], [-4.067, 2.248, 4.185], [2.569, 5.348, -0.653], [-1.505, -3.315, 2.465], [3.143, -2.273, -0.984], [4.238, 3.274, -3.046], [-1.174, 4.241, 1.328], [0.173, -1.826, -3.885], [2.427, -2.419, 1.490], [3.839, 5.283, -1.857], [-2.795, -4.437, 1.182], [-3.332, -2.805, -1.989], [-2.976, 4.522, 4.121], [-3.350, -2.873, 0.616], [-3.444, -4.276, -0.431], [3.036, -3.590, -2.134], [2.457, -1.995, -2.569], [-1.342, 4.657, 3.476]]
}

=====

No. 2
{
  "formula": "C28H24F6N5NiO8S5",
  "method": "ωB97M-V/def2-TZVPD",
  "homo_lumo_gap_ha": [0.216, 0.216],
  "total_charge": -1,
  "de_lowest_kcal_mol": 42.2,
  "homo_ev": [-4.74, -4.71],
  "spin_multiplicity": 3,
  "lumo_energy_ev": [1.1, 1.2],
  "species": ["Ni", "S", "S", "S", "S", "S", "F", "F", "F", "F", "F", "F", "O", "O", "O", "O", "O", "O", "O", "O", "N", "N", "N", "N", "N", "C", "C", "C", "C", "C", "C", "C", "C", "C", "C", "C", "C", "C", "C", "C", "C", "C", "C", "C", "C", "C", "C", "C", "C", "C", "C", "C", "C", "H", "H", "H", "H", "H", "H", "H", "H", "H", "H", "H", "H", "H", "H", "H", "H", "H", "H", "H", "H", "H", "H", "H", "H"],
  "xyz": [[0.977, -1.521, 0.705], [1.849, 1.330, -0.294], [3.532, -1.108, 1.542], [2.152, -4.422, 1.069], [1.975, -0.041, 3.372], [0.896, -2.174, -1.718], [0.806, 1.825, 4.864], [0.552, 2.139, 2.751], [2.459, 2.561, 3.686], [5.231, 0.605, 0.483], [6.040, -1.394, 0.541], [5.900, -0.237, 2.358], [2.474, -5.253, 2.205], [3.012, -1.193, 0.190], [1.276, -3.270, 1.511], [0.779, -0.694, 2.883], [0.664, 0.499, 0.163], [2.504, -0.428, 4.637], [3.638, -2.191, 2.447], [3.248, -4.064, 0.205], [-2.778, -1.790, -3.016], [-0.898, -1.877, 0.570], [3.031, 0.237, 2.230], [-1.465, -2.070, -2.810], [-1.484, -1.610, -0.509], [-0.420, 4.710, 0.028], [1.665, 1.380, -2.090], [-5.201, 1.537, -2.227], [-5.629, 0.501, -3.046], [1.414, 1.721, 3.679], [-2.249, -2.573, 3.913], [0.449, 5.565, 0.696], [-4.817, -0.590, -3.285], [5.284, -0.533, 1.209], [-1.432, -2.606, 2.799], [-0.840, -1.916, -1.680], [-3.549, -0.687, -2.691], [-3.128, 0.356, -1.858], [-3.948, 1.450, -1.638], [-3.320, -1.691, 3.977], [2.785, 1.678, -2.849], [-0.009, 3.436, -0.323], [0.403, 0.936, -4.074], [2.148, 3.869, 0.659], [1.520, 1.229, -4.843], [1.729, 5.141, 1.019], [-3.574, -0.838, 2.912], [1.275, 3.024, -0.009], [-2.775, -0.873, 1.784], [0.479, 1.009, -2.694], [0.998, -5.399, 0.079], [-1.694, -1.754, 1.725], [2.705, 1.611, -4.231], [0.089, -5.507, 0.666], [-5.830, 2.399, -2.051], [-3.123, -2.323, -3.796], [-0.682, 2.753, -0.826], [-6.609, 0.550, -3.506], [3.581, 1.823, -4.831], [-2.053, -3.241, 4.741], [-0.586, -3.275, 2.734], [-0.523, 0.620, -4.538], [-3.946, -1.660, 4.860], [1.462, -6.363, -0.111], [-1.424, 5.034, -0.214], [0.123, 6.560, 0.971], [-2.169, 0.296, -1.376], [0.804, -4.857, -0.841], [3.712, 1.948, -2.357], [-2.964, -0.220, 0.943], [-3.597, 2.245, -0.993], [-4.392, -0.131, 2.967], [1.480, 1.130, -5.920], [-0.364, 0.736, -2.077], [3.138, 3.513, 0.915], [2.395, 5.791, 1.571], [-5.163, -1.381, -3.941]]
}

=====

No. 3
{
  "formula": "C5H7NO",
  "method": "ωB97M-V/def2-TZVPD",
  "homo_lumo_gap_ha": 0.376,
  "total_charge": 0,
  "de_lowest_kcal_mol": 58.8,
  "homo_ev": -9.28,
  "lumo_energy_ev": 1.0,
  "smiles": "O=C1CN2CC[C@@H]12",
  "species": ["O", "N", "C", "C", "C", "C", "C", "H", "H", "H", "H", "H", "H", "H"],
  "xyz": [[-0.832, -2.363, 0.596], [-0.621, 0.900, -0.182], [-0.791, -1.199, 0.299], [1.171, -0.209, -0.690], [0.849, 1.130, -0.012], [-1.191, 0.127, 0.945], [-0.327, -0.384, -0.918], [1.174, 2.039, -0.527], [1.190, 1.180, 1.031], [1.836, -0.274, -1.543], [-0.859, 0.399, 1.949], [1.458, -0.948, 0.064], [-0.775, -0.561, -1.901], [-2.283, 0.165, 0.888]]
}

=====

No. 4
{
  "formula": "C7H13N3S",
  "method": "ωB97M-V/def2-TZVPD",
  "homo_lumo_gap_ha": 0.327,
  "total_charge": 2,
  "homo_ev": -17.64,
  "lumo_energy_ev": -8.7,
  "species": ["S", "N", "N", "N", "C", "C", "C", "C", "C", "C", "C", "H", "H", "H", "H", "H", "H", "H", "H", "H", "H", "H", "H", "H"],
  "xyz": [[-1.550, -1.483, -0.929], [0.346, 0.163, -1.586], [0.608, -0.015, -3.895], [-0.064, 0.078, 0.821], [-1.117, -1.295, -2.701], [-0.362, -0.334, -0.509], [0.057, -0.115, 3.141], [0.864, 1.102, 1.244], [0.516, 1.282, 2.726], [0.014, -0.332, -2.781], [-0.755, -0.558, 1.928], [0.325, -0.437, -4.771], [0.911, -0.776, 3.289], [-0.533, -0.111, 4.054], [-0.793, -1.642, 1.791], [0.740, 2.022, 0.670], [-0.300, 1.996, 2.839], [1.893, 0.742, 1.139], [1.365, 1.632, 3.306], [1.111, 0.817, -1.445], [1.375, 0.649, -3.951], [-0.868, -2.274, -3.127], [-1.998, -0.929, -3.244], [-1.784, -0.183, 1.993]]
}

=====

No. 5
{
  "formula": "C41H34ClHfN6O5PS2",
  "method": "ωB97M-V/def2-TZVPD",
  "homo_lumo_gap_ha": 0.196,
  "total_charge": 0,
  "de_lowest_kcal_mol": 88.9,
  "homo_ev": -7.53,
  "lumo_energy_ev": -2.2,
  "species": ["Hf", "Cl", "S", "S", "P", "O", "O", "O", "O", "O", "N", "N", "N", "N", "N", "N", "C", "C", "C", "C", "C", "C", "C", "C", "C", "C", "C", "C", "C", "C", "C", "C", "C", "C", "C", "C", "C", "C", "C", "C", "C", "C", "C", "C", "C", "C", "C", "C", "C", "C", "C", "C", "C", "C", "C", "C", "C", "H", "H", "H", "H", "H", "H", "H", "H", "H", "H", "H", "H", "H", "H", "H", "H", "H", "H", "H", "H", "H", "H", "H", "H", "H", "H", "H", "H", "H", "H", "H", "H", "H", "H"],
  "xyz": [[1.861, 0.729, -1.453], [2.736, 3.961, -5.086], [3.356, -1.086, 2.344], [1.515, 0.749, 0.906], [-1.925, 1.259, 0.536], [3.245, 2.486, -1.644], [3.670, -0.312, -1.324], [0.111, 0.699, -2.590], [2.677, 1.369, -3.447], [1.390, 4.157, -0.725], [0.569, 0.142, -4.799], [1.206, -1.383, -0.888], [-2.420, 0.032, -6.376], [-2.908, 3.088, -3.288], [1.773, -1.842, 0.303], [0.346, 3.178, -0.769], [1.452, -2.270, -1.954], [-2.578, 1.564, 4.616], [2.840, -4.018, 6.637], [-0.707, 3.730, -1.246], [5.496, -2.956, -2.818], [2.430, -1.286, 3.938], [-1.934, 3.936, -0.579], [-4.389, 4.411, 0.731], [2.559, -2.622, 4.611], [-1.490, 1.204, -4.286], [3.210, 2.374, -2.931], [4.509, -3.764, -3.396], [-3.824, -0.862, 0.746], [-5.599, 0.148, -1.083], [-2.688, 5.098, -0.805], [-5.904, -0.982, -0.389], [-0.225, 0.690, -3.866], [0.369, -2.950, -2.697], [3.899, -1.485, -1.835], [-2.466, 2.991, 0.326], [2.087, -0.880, 1.134], [-2.046, 0.554, -5.403], [-5.084, -1.462, 0.619], [5.234, -1.866, -2.009], [-2.392, 0.258, 5.045], [2.006, -3.800, 3.968], [-3.506, 0.329, 0.119], [3.182, -3.429, -3.174], [-2.242, 2.014, 3.312], [-4.390, 0.794, -0.882], [-1.877, -0.645, 4.114], [-3.650, 3.263, 1.003], [1.877, -5.016, 4.673], [-1.923, 1.026, 2.365], [3.001, -2.790, 5.933], [2.314, -5.140, 5.963], [3.963, 3.304, -3.857], [2.821, -2.330, -2.365], [-2.281, 2.208, -3.703], [-1.586, -0.261, 2.801], [-3.899, 5.383, -0.159], [-6.246, 0.539, -1.880], [1.567, 0.129, -4.673], [-1.445, -1.616, 4.432], [-5.336, 4.522, 1.261], [2.219, 3.730, -0.444], [-0.514, -2.239, -2.811], [4.725, 2.735, -4.407], [-2.642, -0.061, 6.062], [-4.391, 6.381, -0.239], [0.654, -3.183, -3.751], [-1.058, -0.938, 2.098], [-4.040, 2.572, 1.805], [1.373, -1.181, 3.694], [3.066, -4.096, 7.701], [0.018, -3.954, -2.305], [-5.419, -2.228, 1.315], [-2.936, 2.337, 5.321], [-2.395, 3.022, 3.038], [6.040, -1.328, -1.573], [0.085, 0.076, -5.747], [2.748, -0.470, 4.566], [1.760, -3.746, 2.905], [-2.279, 5.849, -1.510], [-3.124, -1.371, 1.387], [2.394, -4.065, -3.581], [1.411, -5.844, 4.111], [4.405, 4.235, -3.489], [-6.813, -1.518, -0.588], [3.446, -1.888, 6.479], [-0.599, 4.198, -2.229], [-4.111, 1.645, -1.433], [2.295, -6.084, 6.504], [6.581, -3.270, -2.938], [4.790, -4.577, -4.002]]
}

=====

No. 6
{
  "formula": "C7H17O3P",
  "method": "ωB97M-V/def2-TZVPD",
  "homo_lumo_gap_ha": 0.294,
  "total_charge": 0,
  "de_lowest_kcal_mol": 105.4,
  "homo_ev": -7.33,
  "lumo_energy_ev": 0.7,
  "species": ["P", "O", "O", "O", "C", "C", "C", "C", "C", "C", "C", "H", "H", "H", "H", "H", "H", "H", "H", "H", "H", "H", "H", "H", "H", "H", "H", "H"],
  "xyz": [[2.061, -0.796, -1.187], [1.798, 0.277, -0.118], [-0.601, 0.215, -1.409], [-0.691, 1.318, 0.559], [0.485, 0.874, 3.091], [0.929, 2.003, 2.105], [-1.223, -0.935, -0.756], [-0.142, 1.125, -0.623], [-1.833, -1.818, -1.819], [-0.816, -2.674, -2.635], [-0.181, 2.455, 1.233], [-1.311, -3.085, -3.566], [0.431, -0.048, 2.673], [0.400, 2.073, -1.043], [-0.327, -1.362, -0.070], [-0.843, 3.007, 1.849], [3.374, -0.804, -1.032], [-0.497, 1.252, 3.325], [1.616, 1.467, 1.581], [1.529, 2.899, 2.547], [0.070, 3.245, 0.618], [-0.271, -3.498, -2.012], [-1.967, -0.531, -0.189], [1.048, 1.031, 4.100], [0.009, -2.115, -3.213], [1.999, -1.862, -0.406], [-2.520, -2.642, -1.271], [-2.524, -1.069, -2.335]]
}

=====

No. 7
{
  "formula": "C6H6BrNS",
  "method": "ωB97M-V/def2-TZVPD",
  "homo_lumo_gap_ha": [0.280, 0.277],
  "total_charge": 0,
  "de_lowest_kcal_mol": 42.8,
  "homo_ev": [-8.35, -8.14],
  "lumo_energy_ev": [-0.7, -0.6],
  "species": ["Br", "S", "N", "C", "C", "C", "C", "C", "C", "H", "H", "H", "H", "H", "H"],
  "xyz": [[-3.085, 0.832, 0.067], [-1.615, -1.845, -0.410], [1.896, -1.136, 1.836], [0.759, -0.573, -0.429], [0.152, 1.650, 0.495], [1.414, -0.876, 0.828], [0.064, -1.874, -0.848], [-1.592, -0.227, 0.115], [-0.354, 0.500, -0.426], [0.329, 1.447, 1.569], [-0.463, 0.981, -1.371], [0.663, -2.833, -0.663], [1.059, 1.933, 0.169], [-0.592, 2.441, 0.367], [1.365, -0.418, -1.300]]
}

=====

No. 8
{
  "formula": "C18H19ClN2O5",
  "method": "ωB97M-V/def2-TZVPD",
  "homo_lumo_gap_ha": 0.299,
  "total_charge": 0,
  "homo_ev": -7.90,
  "lumo_energy_ev": 0.2,
  "smiles": "COc1cc(NC(=O)[C@@H]2CC(=O)NC3=C2C(=O)CCC3)c(OC)cc1Cl",
  "species": ["Cl", "O", "O", "O", "O", "O", "N", "N", "C", "C", "C", "C", "C", "C", "C", "C", "C", "C", "C", "C", "C", "C", "C", "C", "C", "C", "H", "H", "H", "H", "H", "H", "H", "H", "H", "H", "H", "H", "H", "H", "H", "H", "H", "H", "H"],
  "xyz": [[-3.128, 0.432, -5.222], [-4.285, -1.339, -3.296], [1.054, 3.503, 3.215], [0.271, 1.218, -1.476], [-0.966, 1.835, 0.847], [0.404, -2.462, 1.388], [-1.134, -0.357, 0.259], [2.139, 1.829, 2.193], [0.070, 1.304, 3.358], [-3.197, -0.707, -2.784], [3.649, 0.104, 1.331], [-2.704, -0.871, -1.496], [2.756, -2.207, 1.069], [-0.778, 0.664, 1.077], [1.380, -1.729, 1.478], [3.879, -1.368, 1.662], [1.269, -0.353, 1.922], [1.076, 2.338, 2.914], [-1.394, 0.862, -3.214], [-1.580, -0.181, -1.062], [-0.888, 0.673, -1.933], [-2.528, 0.187, -3.626], [-4.989, -2.232, -2.468], [0.838, 2.280, -2.204], [2.301, 0.519, 1.828], [-0.081, 0.166, 2.355], [3.897, -1.495, 2.747], [4.841, -1.698, 1.267], [0.110, 3.078, -2.375], [2.868, 2.493, 1.962], [-5.399, -1.726, -1.589], [-0.666, -0.651, 2.786], [-5.807, -2.612, -3.079], [2.855, -3.259, 1.342], [4.425, 0.727, 1.780], [1.647, 2.663, -1.584], [-0.910, 1.521, -3.914], [-0.884, 1.808, 3.512], [2.787, -2.152, -0.024], [-0.996, -1.307, 0.593], [-3.191, -1.531, -0.797], [-4.357, -3.067, -2.149], [3.688, 0.247, 0.246], [0.415, 0.916, 4.321], [1.245, 1.939, -3.162]]
}